Record 1
Formula: C27H33BaIN5O2S
Source: the OMol25 dataset
Level of theory: ωB97M-V/def2-TZVPD

Last column: Mulliken charge in e.
Element x y z (Å)
Ba  -0.5923  0.0560  -0.0764  1.613
C  4.1792  4.3138  -0.0031  -1.483
C  2.7140  3.9174  0.1148  0.006
N  2.4324  3.1091  1.3003  0.625
C  2.4208  3.8275  2.5879  -0.284
C  3.6980  3.6782  3.4030  -0.987
C  2.2174  1.7849  1.2480  0.472
S  2.2801  0.9307  -0.2528  -0.396
N  2.0947  1.1675  2.4424  -0.310
C  1.2288  0.2432  2.7490  0.075
O  0.1720  -0.0458  2.0684  -0.776
C  1.4626  -0.5015  4.0207  0.545
C  2.7321  -0.5411  4.5882  -0.286
C  2.9495  -1.2504  5.7590  -0.685
C  1.8935  -1.9092  6.3786  -0.402
C  0.6232  -1.8641  5.8199  -0.708
C  0.4100  -1.1685  4.6392  -0.269
H  4.3380  4.8531  -0.9392  0.463
H  4.8149  3.4273  -0.0081  0.339
H  4.4930  4.9644  0.8154  0.285
H  2.4127  3.3473  -0.7585  0.406
H  2.0837  4.8096  0.1675  -0.403
H  1.5653  3.4856  3.1676  0.365
H  2.2566  4.8795  2.3445  -0.021
H  3.8709  2.6324  3.6441  0.124
H  3.6026  4.2365  4.3361  0.427
H  4.5630  4.0642  2.8624  0.248
H  3.5429  -0.0174  4.0975  0.425
H  3.9415  -1.2900  6.1905  0.407
H  2.0611  -2.4586  7.2967  0.387
H  -0.2001  -2.3734  6.3049  0.400
H  -0.5750  -1.1354  4.1908  0.356
C  0.1861  8.5081  1.6188  -1.440
C  0.7912  7.3677  0.8067  -0.259
N  0.1183  7.1334  -0.4710  0.273
C  0.3945  8.0909  -1.5491  -0.740
C  1.6858  7.7649  -2.2868  -1.066
C  -0.5833  6.0210  -0.7923  0.422
O  -0.9662  5.7670  -1.9254  -0.685
C  -0.8687  4.9993  0.2758  0.229
C  -1.4475  5.2636  1.5070  0.444
C  -1.7437  4.2066  2.3561  -1.099
C  -1.4491  2.9228  1.9421  -0.662
N  -0.9137  2.6546  0.7443  0.156
C  -0.6403  3.6770  -0.0640  -0.835
H  0.6422  8.5479  2.6093  0.424
H  -0.8905  8.3758  1.7394  0.277
H  0.3510  9.4749  1.1428  0.409
H  0.7777  6.4480  1.3870  0.047
H  1.8420  7.5830  0.6001  0.380
H  0.4321  9.0883  -1.1112  0.334
H  -0.4450  8.0587  -2.2373  0.454
H  2.5513  7.7854  -1.6210  0.276
H  1.8604  8.4944  -3.0790  0.420
H  1.6178  6.7763  -2.7432  0.282
H  -1.6760  6.2815  1.7997  0.475
H  -2.1960  4.3733  3.3247  0.467
H  -1.6394  2.0715  2.5871  0.431
H  -0.2159  3.4467  -1.0358  0.606
I  -3.0127  0.8788  -2.5280  0.047
C  -4.1342  0.1059  -0.9192  0.283
C  -5.5106  0.2407  -0.9513  -0.447
C  -6.2288  -0.2768  0.1145  -0.285
C  -5.5513  -0.8993  1.1524  -0.569
C  -4.1750  -0.9793  1.0862  -0.392
N  -3.4640  -0.4827  0.0610  -0.230
H  -5.9998  0.7322  -1.7806  0.373
H  -7.3075  -0.1944  0.1307  0.405
H  -6.0779  -1.3170  1.9988  0.395
H  -3.6067  -1.4581  1.8742  0.441

Computed properties:
- LUMO level: -2.60 eV
- Frontier orbital gap: 8.030 eV
- E_HOMO: -10.6 eV
- Net charge: +1
- 2S+1: 1



Record 2
Formula: C2H4NP
Source: the OMol25 dataset
Level of theory: ωB97M-V/def2-TZVPD

Last column: Mulliken charge in e.
Element x y z (Å)
C  -0.5379  -1.3121  0.2359  -0.788
P  1.1364  -0.6889  0.4789  -0.138
C  0.6612  0.7919  -0.1830  0.418
N  0.2436  1.6603  -0.9038  -0.372
H  -1.2398  -0.4614  0.6714  0.192
H  -0.7724  -1.6512  -0.6787  0.323
H  1.0247  -0.1818  1.9176  0.064
H  -0.5160  1.8431  -1.5382  0.302

Computed properties:
- LUMO level (spin up / spin down): 0.08 / 0.08 eV
- SMILES string: C=[PH]=C=N
- Frontier orbital gap (spin up / spin down): 7.567 / 7.573 eV
- E_HOMO (spin up / spin down): -7.5 / -7.5 eV
- 2S+1: 1



E, respectively: -2194.2437 -474.5434 hartree.
Relative energy (zero: lowest compared OMol25 entry of this formula, charge and spin), respectively: 3.8 81.8 kcal per mole.